{
  "formula": "C23H28NOPd",
  "method": "ωB97M-V/def2-TZVPD",
  "spin_multiplicity": 5,
  "total_charge": 1,
  "e_tot_ev": -31311.1550,
  "elements": ["C", "C", "C", "H", "C", "C", "H", "C", "C", "C", "H", "C", "C", "H", "H", "H", "H", "H", "H", "Pd", "C", "C", "C", "H", "H", "H", "H", "H", "H", "C", "C", "H", "H", "O", "N", "C", "H", "C", "C", "H", "C", "H", "C", "H", "C", "H", "C", "H", "H", "H", "C", "H", "H", "H"],
  "xyz": [[-3.1913, 0.6288, 1.7484], [-2.9203, 0.1315, 0.4457], [-1.7974, -0.7527, 0.5204], [-3.5057, 0.3173, -0.4494], [-1.3695, -0.7913, 1.8972], [-2.2458, 0.0706, 2.6461], [-0.5804, -1.4240, 2.2930], [-1.3426, 3.6363, 0.7312], [-2.2479, 2.9539, -0.1142], [-1.5049, 2.1504, -1.0303], [-3.3316, 3.0477, -0.0946], [-0.1077, 2.3126, -0.7333], [-0.0124, 3.2591, 0.3579], [-1.3941, -1.3626, -0.2826], [-2.2145, 0.2216, 3.7228], [-4.0084, 1.2936, 2.0220], [0.9324, 3.6016, 0.7769], [-1.8804, 1.5287, -1.8425], [-1.5956, 4.3448, 1.5182], [-0.7073, 1.2037, 1.0413], [1.0715, 1.6437, -1.3944], [2.1748, 2.6803, -1.6258], [0.6652, 0.9884, -2.7181], [1.7907, 3.4847, -2.2669], [3.0204, 2.1948, -2.1187], [2.5220, 3.1100, -0.6804], [0.2677, 1.7498, -3.4015], [-0.0913, 0.2073, -2.5700], [1.5524, 0.5370, -3.1774], [1.5102, 0.5278, -0.3948], [2.7678, -0.2154, -0.7638], [0.6926, -0.2145, -0.3186], [1.6894, 0.9618, 0.6115], [3.5756, 0.2615, -1.5487], [2.9817, -1.4355, -0.1915], [2.0906, -2.1437, 0.7108], [3.8696, -1.8661, -0.4180], [1.0455, -2.9711, -0.0156], [0.1702, -3.7504, 0.7483], [0.2827, -3.7432, 1.8369], [-0.8193, -4.5142, 0.1274], [-1.5017, -5.1046, 0.7410], [-0.9236, -4.5229, -1.2691], [-1.6890, -5.1298, -1.7546], [-0.0418, -3.7589, -2.0390], [-0.1051, -3.7551, -3.1284], [0.9486, -2.9872, -1.4141], [1.6580, -2.4116, -2.0152], [1.5859, -1.4197, 1.3749], [2.6991, -2.8004, 1.3510], [-0.1663, 1.9219, 2.9195], [-1.0291, 2.4829, 3.3055], [0.7040, 2.5730, 2.7825], [0.0565, 1.0474, 3.5411]],
  "forces_ev_per_a": [[0.31, -0.10, 1.04], [0.41, -1.12, -0.61], [-0.40, 0.12, 0.25], [0.12, -0.02, 0.26], [-0.99, 0.00, -0.06], [-0.36, -0.70, -0.16], [-0.23, 0.18, -0.04], [1.39, 0.54, 0.00], [-0.28, 0.00, -0.48], [0.96, 0.08, -0.34], [0.31, 0.00, 0.01], [-0.70, 0.58, -0.72], [-0.83, 0.65, -0.28], [-0.10, 0.09, 0.13], [0.03, 0.05, -0.41], [0.29, -0.14, -0.09], [-0.49, 0.05, -0.08], [0.00, 0.30, 0.36], [0.03, -0.32, -0.23], [-1.26, -0.74, -0.20], [0.22, -0.45, 0.08], [0.04, 0.14, -0.29], [0.12, 0.14, -0.05], [0.07, -0.09, 0.20], [-0.23, 0.32, 0.16], [0.03, -0.02, -0.17], [0.06, -0.22, 0.07], [0.10, 0.09, -0.05], [-0.25, 0.08, 0.06], [-0.35, 0.07, 0.08], [1.10, -0.20, -0.63], [0.31, 0.21, -0.06], [0.03, -0.11, -0.20], [-0.23, -0.58, 0.42], [-0.02, 0.28, 0.38], [0.05, 0.11, -0.14], [-0.16, 0.15, -0.09], [-0.16, -0.27, -0.25], [-0.10, 0.10, -0.28], [-0.14, -0.12, -0.29], [0.15, 0.10, 0.03], [0.19, 0.11, -0.25], [0.07, 0.16, 0.03], [0.22, 0.18, 0.14], [0.10, 0.08, 0.30], [-0.03, -0.09, 0.33], [-0.21, -0.07, 0.23], [-0.29, -0.21, 0.19], [0.26, -0.25, -0.12], [-0.19, 0.27, -0.16], [0.66, 0.56, 1.66], [0.44, -0.18, 0.02], [-0.18, -0.19, 0.30], [0.08, 0.40, 0.02]],
  "nbo_charge": [-0.1768, -0.1757, -0.3164, 0.2484, -0.2188, -0.2315, 0.2580, -0.2395, -0.1449, -0.2508, 0.2487, -0.0356, -0.1759, 0.2744, 0.2611, 0.2530, 0.2532, 0.2606, 0.2603, 0.8511, -0.0551, -0.6197, -0.6220, 0.2169, 0.2763, 0.2024, 0.2258, 0.2009, 0.2499, -0.5426, 0.6929, 0.2315, 0.2398, -0.6082, -0.6182, -0.2482, 0.4228, 0.0290, -0.2652, 0.2126, -0.1866, 0.2268, -0.2175, 0.2298, -0.1986, 0.2282, -0.2648, 0.2294, 0.1934, 0.2352, -0.8995, 0.2025, 0.1993, 0.1981]
}